{
  "formula": "C7H10N3",
  "method": "ωB97M-V/def2-TZVPD",
  "energy_ha": -436.62525,
  "multiplicity": 1,
  "smiles": "CC1=CC=NC2=CC[NH2+]N12",
  "homo_lumo_gap_ev": 7.781,
  "e_homo_ev": -11.65,
  "de_lowest_kcal_mol": 88.5,
  "charge": 1,
  "symbols": ["C", "C", "C", "C", "C", "C", "C", "N", "N", "N", "H", "H", "H", "H", "H", "H", "H", "H", "H", "H"],
  "positions_angstrom": [[1.7352, -0.9436, 0.7912], [-0.0953, 2.0840, -1.1616], [2.4212, 0.3180, 0.5816], [0.3426, -0.9286, 0.7107], [0.6418, 1.2336, -0.4341], [-1.4226, 1.4325, -1.4387], [-0.3650, -2.0567, 1.4003], [1.8988, 1.3425, 0.1096], [-0.1182, 0.0992, -0.0410], [-1.4557, 0.1936, -0.6892], [2.2493, -1.7697, 1.1577], [0.0724, 3.0435, -1.5342], [3.3470, 0.4889, 1.0337], [-2.2406, 2.0117, -1.1192], [-1.5124, 1.2266, -2.4884], [-1.1354, -2.4805, 0.7024], [-0.9405, -1.8066, 2.2430], [0.3768, -2.8366, 1.5411], [-2.3863, -0.0050, -0.1355], [-1.4131, -0.6467, -1.2293]],
  "nbo_charge": [-0.34, -0.32, 0.16, 0.25, 0.32, -0.25, -0.64, -0.41, -0.24, -0.34, 0.24, 0.26, 0.21, 0.23, 0.24, 0.21, 0.25, 0.27, 0.46, 0.44]
}